Record 1
112
Properties=species:S:1:pos:R:3 method="wB97M-V/def2-TZVPD" e_tot_ha=-1760.2774 orbital_gap_ev=9.744 relative_energy_kcal_mol=419.7 charge=+3 e_lumo_ev=-7.161
N 0.507 1.271 0.500
O 0.060 0.194 0.186
O -0.239 1.981 1.181
O 1.625 1.610 0.280
C 0.065 -2.964 1.539
C 1.147 -1.872 1.685
C 0.669 -0.825 2.775
N 1.705 0.049 3.508
C 2.496 -0.794 4.480
C 0.940 1.125 4.361
C 0.924 2.425 3.628
C 2.297 2.485 3.028
C 2.585 0.971 2.612
H 0.388 -3.816 0.940
H -0.829 -2.544 1.078
H -0.007 -3.378 2.545
H 1.327 -1.526 0.667
H 2.076 -2.388 1.928
H 0.294 -1.466 3.574
H -0.126 -0.202 2.366
H 3.159 -0.077 4.963
H 3.138 -1.496 3.948
H 1.858 -1.225 5.251
H 1.446 1.186 5.325
H -0.085 0.763 4.436
H 0.703 3.296 4.245
H 0.171 2.457 2.840
H 3.055 2.787 3.752
H 2.304 3.236 2.238
H 3.598 0.577 2.695
H 2.148 0.909 1.615
C -1.104 3.702 2.811
C -2.210 2.733 2.169
C -2.017 1.310 2.707
N -2.900 0.301 1.939
C -2.143 -0.001 0.573
C -4.338 0.737 1.629
C -5.154 -0.586 1.658
C -4.283 -1.756 2.100
C -3.033 -1.034 2.654
H -0.570 4.235 2.024
H -0.314 3.226 3.392
H -1.542 4.475 3.442
H -2.088 2.731 1.086
H -3.128 3.274 2.399
H -2.529 1.346 3.668
H -0.984 0.990 2.844
H -2.702 -0.818 0.117
H -1.136 -0.363 0.781
H -2.080 0.871 -0.079
H -4.191 1.106 0.614
H -4.718 1.458 2.353
H -5.633 -0.735 0.690
H -5.997 -0.378 2.316
H -3.988 -2.223 1.160
H -4.629 -2.528 2.786
H -2.120 -1.618 2.533
H -3.163 -0.771 3.704
C -0.582 4.243 -1.141
C -0.746 2.954 -2.056
C -1.400 1.755 -1.390
N -1.236 0.501 -2.167
C 0.207 0.039 -2.415
C -1.944 0.621 -3.547
C -2.288 -0.772 -3.914
C -2.401 -1.487 -2.586
C -2.053 -0.603 -1.457
H -0.228 5.025 -1.813
H 0.246 4.212 -0.432
H -1.512 4.580 -0.682
H 0.265 2.773 -2.420
H -1.299 3.202 -2.962
H -2.442 1.992 -1.175
H -0.894 1.520 -0.454
H 0.568 -0.230 -1.422
H 0.713 0.760 -3.057
H 0.146 -0.840 -3.056
H -1.206 1.071 -4.210
H -2.907 1.115 -3.414
H -1.497 -1.194 -4.534
H -3.210 -0.786 -4.495
H -1.886 -2.442 -2.485
H -3.455 -1.724 -2.443
H -1.488 -1.077 -0.654
H -2.960 -0.092 -1.134
C 2.335 -3.276 -6.012
C 3.057 -2.668 -4.827
C 2.282 -2.711 -3.484
N 2.905 -1.752 -2.447
C 4.223 -2.346 -1.978
C 1.876 -1.812 -1.237
C 2.193 -0.625 -0.387
C 2.740 0.415 -1.382
C 3.091 -0.270 -2.767
H 1.336 -2.865 -6.153
H 2.336 -4.353 -5.840
H 2.917 -3.040 -6.902
H 3.141 -1.643 -5.188
H 4.058 -3.083 -4.710
H 2.299 -3.687 -3.000
H 1.255 -2.400 -3.675
H 4.970 -2.303 -2.771
H 4.007 -3.392 -1.758
H 4.483 -1.817 -1.061
H 2.029 -2.803 -0.811
H 0.858 -1.756 -1.622
H 2.891 -0.901 0.403
H 1.303 -0.277 0.137
H 3.677 0.770 -0.954
H 2.047 1.232 -1.583
H 4.097 -0.077 -3.138
H 2.378 -0.110 -3.576

***

Record 2
4
Properties=species:S:1:pos:R:3 method="wB97M-V/def2-TZVPD" e_tot_ha=-114.4970 orbital_gap_ev=11.257 relative_energy_kcal_mol=7.1 e_lumo_ev=1.147
C 0.020 -0.031 -0.052
O 0.951 0.007 0.610
H -0.276 0.782 -0.759
H -0.695 -0.758 0.200

***

Record 3
112
Properties=species:S:1:pos:R:3 method="wB97M-V/def2-TZVPD" e_tot_ha=-3135.8998 orbital_gap_ev="7.152 / 5.757" spin_multiplicity=4 charge=+1 e_lumo_ev="-2.475 / -4.036" s2=3.808
Re 11.344 17.250 13.553
C 12.972 14.016 9.987
C 12.201 14.432 11.209
C 12.944 13.789 12.380
C 10.753 13.893 11.223
P 12.177 16.284 11.338
C 13.996 16.593 11.429
N 14.301 16.600 12.824
B 13.282 16.712 13.870
N 14.015 16.833 15.086
C 13.395 17.218 16.396
P 12.037 18.503 15.943
C 13.034 20.138 15.862
C 12.282 21.313 15.268
C 14.294 19.891 15.009
C 13.623 20.566 17.262
C 10.907 18.667 17.433
C 9.882 17.545 17.356
C 10.116 19.969 17.543
C 11.696 18.378 18.703
C 15.357 16.741 14.852
C 16.531 16.779 15.606
C 17.751 16.731 14.938
C 17.891 16.445 13.613
C 16.729 16.263 12.839
C 15.506 16.545 13.424
C 11.444 16.879 9.668
C 10.647 15.842 8.882
C 10.408 18.071 9.906
C 12.655 17.396 8.765
H 13.797 13.430 10.242
H 13.435 14.721 9.279
H 12.334 13.396 9.352
H 12.746 12.689 12.338
H 12.416 13.988 13.326
H 13.929 14.236 12.456
H 10.733 12.905 11.652
H 10.255 13.720 10.256
H 9.990 14.537 11.772
H 14.278 17.574 10.928
H 14.470 15.769 10.920
H 14.172 17.525 17.101
H 12.879 16.443 16.916
H 13.034 22.071 14.958
H 11.631 21.706 15.985
H 11.746 21.019 14.343
H 14.129 19.444 14.008
H 15.069 19.411 15.604
H 14.750 20.847 14.677
H 12.853 20.920 17.858
H 14.273 21.414 17.015
H 14.315 19.883 17.777
H 9.275 17.666 16.462
H 9.232 17.574 18.270
H 10.341 16.525 17.405
H 9.569 20.314 16.649
H 10.791 20.743 17.937
H 9.430 19.914 18.443
H 11.983 17.361 18.758
H 11.060 18.485 19.625
H 12.502 19.041 18.842
H 16.446 17.024 16.686
H 18.648 16.696 15.510
H 18.823 16.243 13.193
H 16.683 16.035 11.769
H 9.620 15.709 9.325
H 11.189 14.903 8.809
H 10.477 16.136 7.885
H 9.662 17.787 10.665
H 9.926 18.370 9.063
H 10.817 19.005 10.324
H 13.482 16.701 8.797
H 12.971 18.427 8.930
H 12.181 17.421 7.805
I 8.322 17.812 13.247
C 8.829 19.638 12.366
C 7.868 20.189 11.649
C 8.008 21.517 11.164
C 9.182 22.125 11.368
C 10.303 21.373 11.912
C 11.603 21.984 11.688
C 12.708 21.137 11.954
C 12.522 19.783 12.338
C 11.287 19.196 12.711
C 10.168 20.076 12.408
H 6.988 19.590 11.582
H 7.198 21.893 10.574
H 9.342 23.190 11.079
H 11.674 23.013 11.377
H 13.753 21.396 11.712
H 13.394 19.139 12.433
C 12.272 8.983 15.720
C 11.891 10.404 15.427
C 12.578 11.446 15.950
C 12.126 12.788 15.781
C 12.983 13.834 16.359
C 11.035 13.050 14.934
Te 10.180 14.997 14.853
C 10.314 11.935 14.483
C 8.929 12.094 13.788
C 10.727 10.645 14.709
H 12.810 8.801 16.650
H 12.896 8.457 14.899
H 11.378 8.274 15.747
H 13.422 11.292 16.660
H 13.776 13.333 16.908
H 12.489 14.390 17.166
H 13.371 14.638 15.744
H 8.707 11.128 13.258
H 8.923 13.016 13.195
H 8.108 12.301 14.549
H 10.056 9.872 14.350

***

Record 4
109
Properties=species:S:1:pos:R:3 method="wB97M-V/def2-TZVPD" e_tot_ha=-2311.0610 orbital_gap_ev=8.154 relative_energy_kcal_mol=122.7 e_lumo_ev=-0.949
C 6.718 -0.773 1.101
C 5.733 -0.767 -0.181
N 5.789 0.197 -1.101
C 4.623 -1.905 -0.414
P 3.226 -1.588 0.819
C 1.637 -2.596 0.459
O 1.101 -2.678 -0.686
O 1.076 -3.255 1.556
C 2.694 0.206 0.952
C 1.879 0.986 -0.108
C 1.519 2.443 0.146
N 1.762 3.301 1.258
C 2.487 2.533 2.212
C 2.997 1.099 2.179
H 7.572 -0.013 0.945
H 6.123 -0.509 2.059
H 7.159 -1.827 1.258
H 5.043 -0.009 -1.791
H 4.221 -1.973 -1.480
H 5.092 -2.917 -0.127
H 3.674 -2.001 2.117
H 1.565 0.476 -1.083
H 0.944 2.963 -0.713
H 2.726 3.116 3.183
H 3.600 0.678 3.054
C -3.773 2.983 -1.298
C -2.646 2.384 -0.473
C -3.177 1.434 0.587
O -1.911 3.434 0.154
H -4.454 3.564 -0.666
H -3.376 3.671 -2.049
H -4.346 2.206 -1.806
H -1.955 1.848 -1.130
H -3.837 1.957 1.288
H -2.352 1.022 1.176
H -3.732 0.608 0.136
H -2.514 3.917 0.737
C -2.034 2.886 -5.336
C -1.851 1.730 -4.365
C -1.388 0.472 -5.083
O -3.086 1.469 -3.701
H -2.795 2.649 -6.086
H -2.379 3.780 -4.808
H -1.099 3.122 -5.850
H -1.121 2.006 -3.598
H -2.127 0.152 -5.825
H -1.272 -0.353 -4.375
H -0.433 0.636 -5.590
H -3.739 1.224 -4.371
C -2.523 -1.375 3.612
C -3.032 -2.703 3.071
C -2.361 -3.877 3.764
O -2.778 -2.774 1.670
H -1.446 -1.272 3.444
H -3.005 -0.541 3.095
H -2.720 -1.284 4.683
H -4.116 -2.763 3.208
H -1.279 -3.860 3.600
H -2.728 -4.824 3.359
H -2.551 -3.860 4.841
H -1.820 -2.722 1.537
C -6.598 2.540 -8.743
C -5.334 3.169 -8.179
C -5.027 4.496 -8.854
O -4.237 2.277 -8.364
H -6.488 2.335 -9.813
H -6.801 1.582 -8.257
H -7.462 3.194 -8.601
H -5.450 3.323 -7.102
H -4.862 4.358 -9.928
H -4.110 4.931 -8.447
H -5.843 5.209 -8.715
H -4.126 2.134 -9.314
C 2.943 -5.153 6.321
C 1.451 -4.891 6.449
C 0.638 -5.959 5.735
O 1.144 -3.613 5.896
H 3.252 -5.140 5.270
H 3.515 -4.372 6.829
H 3.213 -6.121 6.752
H 1.172 -4.863 7.507
H 0.868 -5.973 4.664
H -0.432 -5.751 5.826
H 0.838 -6.951 6.148
H 1.386 -3.627 4.959
C 9.285 -4.823 -0.362
C 7.797 -4.531 -0.246
C 6.968 -5.589 -0.958
O 7.520 -3.250 -0.812
H 9.602 -4.824 -1.409
H 9.868 -4.049 0.144
H 9.532 -5.792 0.079
H 7.512 -4.489 0.810
H 7.205 -5.617 -2.026
H 5.902 -5.360 -0.877
H 7.146 -6.580 -0.535
H 7.769 -3.276 -1.746
C -3.428 4.659 4.228
C -3.731 5.967 3.512
C -4.701 6.823 4.311
O -4.289 5.687 2.230
H -4.340 4.067 4.362
H -2.739 4.049 3.638
H -2.983 4.840 5.209
H -2.802 6.519 3.349
H -5.657 6.306 4.447
H -4.918 7.754 3.780
H -4.294 7.068 5.295
H -5.113 5.198 2.363

***

Record 5
9
Properties=species:S:1:pos:R:3 method="wB97M-V/def2-TZVPD" e_tot_ha=-267.1669 orbital_gap_ev=9.434 relative_energy_kcal_mol=16.3 e_lumo_ev=-0.528
C 1.092 -0.367 0.258
C -0.090 0.557 0.158
O -0.050 1.718 0.503
C -1.409 0.044 -0.435
O -1.602 -1.112 -0.716
H 1.657 -0.075 1.147
H 1.742 -0.182 -0.606
H 0.827 -1.428 0.272
H -2.166 0.844 -0.582

***

Record 6
11
Properties=species:S:1:pos:R:3 method="wB97M-V/def2-TZVPD" e_tot_ha=-380.4753 orbital_gap_ev=9.493 relative_energy_kcal_mol=45.0 e_lumo_ev=-0.450
O -0.234 -2.060 -0.659
C -0.062 -1.288 0.258
C 0.192 0.152 -0.021
C 1.380 0.434 -0.821
O 1.795 1.549 -1.044
C -0.741 1.053 0.338
O -1.885 0.569 0.835
H 0.045 -1.652 1.308
H 1.881 -0.480 -1.207
H -0.646 2.136 0.253
H -1.724 -0.413 0.759

***

Record 7
16
Properties=species:S:1:pos:R:3 method="wB97M-V/def2-TZVPD" e_tot_ha=-234.5572 orbital_gap_ev=10.409 relative_energy_kcal_mol=28.4 e_lumo_ev=1.059
C -1.138 2.329 1.634
C -0.704 1.054 1.066
C -0.292 0.032 0.579
C 0.400 -1.047 -0.142
C 1.641 -0.408 -0.789
C -0.515 -1.734 -1.163
H -1.758 2.189 2.524
H -0.266 2.927 1.919
H -1.713 2.903 0.900
H 0.737 -1.804 0.580
H 1.332 0.369 -1.498
H 2.251 -1.139 -1.327
H 2.263 0.055 -0.015
H -0.867 -1.018 -1.914
H 0.023 -2.538 -1.679
H -1.394 -2.169 -0.676

***

Record 8
17
Properties=species:S:1:pos:R:3 method="wB97M-V/def2-TZVPD" e_tot_ha=-234.8305 orbital_gap_ev=12.270 relative_energy_kcal_mol=1.3 e_lumo_ev=0.959
C -1.893 -0.240 -0.400
C -0.507 0.095 -0.936
C 0.403 0.800 0.056
C 1.819 0.911 -0.474
H -2.442 0.600 0.015
H -1.811 -1.046 0.336
H -2.528 -0.601 -1.208
H -0.583 0.735 -1.819
H -0.043 -0.814 -1.321
H 0.009 1.796 0.245
H 0.352 0.394 1.066
H 2.533 1.458 0.151
H 1.836 1.454 -1.415
H 2.292 -0.064 -0.608
O 0.301 -1.950 2.476
H -0.584 -1.760 2.139
H 0.845 -1.769 1.697

***

Record 9
6
Properties=species:S:1:pos:R:3 method="wB97M-V/def2-TZVPD" e_tot_ha=-466.8593 orbital_gap_ev="7.433 / 6.831" relative_energy_kcal_mol=0.0 spin_multiplicity=3 e_lumo_ev="0.588 / -3.271" s2=2.009
C 0.078 -0.767 0.254
N 0.130 0.574 0.040
O -0.115 -1.638 -0.538
I -0.193 1.404 -1.862
H 0.241 -0.828 1.270
H -0.140 1.255 0.835

***

Record 10
14
Properties=species:S:1:pos:R:3 method="wB97M-V/def2-TZVPD" e_tot_ha=-332.5552 orbital_gap_ev=10.652 relative_energy_kcal_mol=59.2 e_lumo_ev=0.883
C -2.067 -0.937 1.161
C -1.267 -0.090 0.845
C 0.138 0.626 0.548
C -0.228 1.474 -0.676
C 1.118 -0.434 0.261
C 1.308 -1.163 -0.806
F 1.935 -0.722 1.355
H -2.881 -1.618 1.086
H 0.422 1.119 1.439
H -0.982 2.227 -0.332
H -0.882 0.700 -1.155
H 0.631 1.654 -1.194
H 2.120 -1.857 -0.864
H 0.635 -0.978 -1.671